{"formula": "C4H10N3O", "method": "wB97M-V/def2-TZVPD", "species": ["C", "C", "C", "C", "N", "N", "N", "O", "H", "H", "H", "H", "H", "H", "H", "H", "H", "H"], "coordinates": [[-3.3247, 1.3983, -0.4190], [1.0254, -0.6081, 0.1388], [1.8183, 1.6677, 0.1682], [0.3338, -2.8568, 0.2653], [-2.2292, 0.9766, -0.1264], [-1.2629, 0.4482, 0.1260], [1.2985, 0.4960, -0.4295], [0.8277, -1.6657, -0.5321], [-3.2314, 1.9926, -1.4438], [-4.2019, 1.5192, 0.2218], [0.9654, -0.6636, 1.2432], [1.5945, 1.8688, 1.2382], [2.8631, 1.6518, 0.2416], [1.4926, 2.4402, -0.5019], [1.0939, -3.6291, 0.0978], [-0.6179, -3.0543, -0.1016], [0.3571, -2.6773, 1.2492], [1.1978, 0.6955, -1.4358]], "total_energy_ha": -397.54200, "gap_ha": 0.3248, "de_lowest_kj_mol": 360.4, "homo_energy_ev": -12.23, "total_charge": 1, "spin_multiplicity": 1}